The following is a quantum chemistry calculation of a 2-piece molecular cluster, C3H8S overall at a distorted geometry, from the OMol25 dataset.

Atoms and positions in Å:
C1 0.19302 0.10854 1.32847
C2 0.98700 -0.57435 0.50717
C3 1.49537 -0.05315 -0.72423
H1 0.27111 0.40143 2.40005
H2 -0.68912 0.65172 0.93021
H3 1.52458 -1.57323 0.78078
H4 2.29728 -0.42586 -1.30173
H5 0.51887 -0.20330 -1.49194
H6 1.45596 0.97662 -0.85420
S1 -2.76139 -0.41061 -0.41592
H7 -2.70341 0.73276 0.40907
H8 -2.58927 0.36944 -1.56773

Computed properties:
Kohn-Sham gap   9.0 eV
Structure (SMILES)   C=CC.S
E_tot   -14072.63294 eV
ΔE to the lowest compared entry with this formula, charge and spin   3.289 eV
HOMO energy   -8.24 eV

Results of the Mulliken charge analysis, in e, for atoms 1 through 8:
1. C -0.351
2. C 0.026
3. C -1.006
4. H 0.229
5. H 0.036
6. H 0.216
7. H 0.357
8. H 0.165

The following is a quantum chemistry calculation of a 2-piece molecular cluster, C3H8S2 overall, from the OMol25 dataset.

Atoms and positions in Å:
C1 1.42613 0.27822 -2.40766
C2 0.78041 1.43571 -2.39543
C3 -0.68580 1.55578 -2.75745
H1 2.47857 0.17981 -2.17879
H2 0.90516 -0.62224 -2.71839
H3 1.29321 2.33847 -2.08096
H4 -1.29585 0.96935 -2.07651
H5 -0.98713 2.60312 -2.77550
H6 -0.83006 1.22939 -3.79008
S1 -0.51676 -1.78926 1.73285
S2 -0.19984 0.29531 1.63684
H7 0.78511 -2.06272 1.67731
H8 -0.68037 0.61320 2.85237

Computed properties:
Kohn-Sham gap   9.5 eV
Structure (SMILES)   C=CC.SS
E_tot   -24910.18271 eV
ΔE to the lowest compared entry with this formula, charge and spin   1.215 eV
HOMO energy   -9.25 eV

Results of the Mulliken charge analysis, in e, for atoms 1 through 8:
1. C -0.787
2. C 0.084
3. C -0.952
4. H 0.267
5. H 0.234
6. H 0.308
7. H 0.251
8. H 0.312